Entry 1:
The following is a DFT calculation (ωB97M-V with the def2-TZVPD basis set) of a 2-piece molecular cluster, C5H13N2 overall in a non-equilibrium geometry.

Its energy relative to the best compared isomer or geometry (same formula, charge and spin) is 3.2108 eV. As for the charge: +2. The gap between HOMO and LUMO (alpha / beta) comes out at 11.3 / 6.2 eV. For the calculated total energy, the calculation gives -8355.2091 eV. For the LUMO energy (alpha / beta), the calculation gives -7.3 / -12.4 eV. Its spin multiplicity is 2.

Each line ends with the Mulliken spin population.
CARTESIAN COORDINATES (ANGSTROEM)
N -2.394861 -1.996762 -0.433080  0.848
C -1.161651 -1.229784 -0.435343  0.054
C 0.227967 -1.193508 1.723498  0.008
C -0.788483 -0.778350 0.956892  0.006
H -2.711854 -2.228930 -1.388248  -0.010
H -3.178044 -1.470210 -0.018444  -0.008
H -1.324378 -0.337254 -1.075206  0.080
H -0.334856 -1.801771 -0.870300  0.020
H 0.266443 -0.836458 2.745387  0.001
H 0.991860 -1.880790 1.375772  0.001
H -1.521082 -0.087728 1.374925  -0.003
C 0.911828 1.950586 -0.539943  0.004
C 1.209865 1.586508 -1.778567  0.001
N 1.636663 1.356533 0.596006  0.000
H 0.157875 2.665021 -0.233850  0.000
H 0.556824 1.860190 -2.599833  0.000
H 2.075510 0.965394 -1.993834  0.000
H 1.048663 0.537058 0.940403  -0.001
H 2.514262 0.953828 0.256143  0.000
H 1.817443 1.966427 1.397621  0.000

Force components x, y, z for each atom (eV/Å):
-0.435 2.934 -2.107
1.408 -1.209 1.363
-0.623 0.033 -0.651
-0.487 0.237 0.404
0.274 -1.141 0.295
-0.016 -0.831 0.969
-0.407 -0.195 -0.199
-0.349 -0.098 -0.325
0.183 -0.061 0.046
-0.051 -0.110 0.059
0.116 -0.034 0.192
-0.113 0.240 -0.318
-0.252 -0.119 0.500
-0.218 -1.019 0.053
-0.117 -0.179 -0.121
0.335 0.353 0.008
-0.157 -0.078 -0.076
0.649 0.903 -0.140
0.182 0.146 0.247
0.080 0.227 -0.200

=====

Entry 2:
The following is a DFT calculation (ωB97M-V with the def2-TZVPD basis set) of C3H9KN4O5 as an isolated structure in a non-equilibrium geometry.

Its energy relative to the best compared isomer or geometry (same formula, charge and spin) is 2.3254 eV. As for the charge: 0. The gap between HOMO and LUMO comes out at 5.2 eV. For the calculated total energy, the calculation gives -35779.7274 eV. For the LUMO energy, the calculation gives -1.2 eV.

Each line ends with the Löwdin charge.
CARTESIAN COORDINATES (ANGSTROEM)
K -0.402155 1.541905 -1.683430  0.939
O -2.537835 3.739715 3.922000  0.063
C -2.199705 3.317885 2.689220  -0.924
O -2.786825 2.309915 2.248480  -0.091
O -1.395115 3.978975 2.008960  -0.091
H -1.799585 4.351235 3.870730  0.077
C -3.730975 -2.718905 -0.703190  -0.771
O -3.524485 -1.892135 -1.586950  0.016
N -3.861575 -2.494445 0.552190  0.156
N -4.017405 -4.013385 -0.834850  0.139
H -4.104455 -3.220515 1.210930  0.116
H -3.983955 -1.518495 0.781650  0.134
H -4.065975 -4.215855 -1.823160  0.115
H -4.360735 -4.530585 -0.038160  0.107
C 5.015105 0.653765 -1.677620  -0.870
O 4.108145 0.625705 -2.388730  0.086
N 4.877935 0.095135 -0.518720  0.158
N 6.154895 1.283255 -1.849280  0.176
H 5.562565 -0.196065 0.164360  0.116
H 3.887005 0.016605 -0.339860  0.115
H 6.237775 1.596355 -2.805950  0.118
H 6.927365 1.289935 -1.198630  0.115

Force components x, y, z for each atom (eV/Å):
-0.267 0.095 0.481
0.868 0.556 0.475
-1.851 -2.818 -3.352
-0.338 -0.728 0.376
1.403 1.306 0.421
0.163 1.395 1.546
-0.815 -0.267 -1.676
0.406 -0.394 -0.025
0.189 3.673 4.969
0.536 -1.790 -3.196
0.078 0.719 -0.072
0.181 -0.164 0.708
-0.362 -1.306 0.401
-0.071 -0.299 -1.110
3.523 0.289 2.816
-5.419 0.691 -5.767
-1.184 -2.306 4.733
2.283 1.461 -2.039
-0.185 0.381 -0.275
0.422 -0.717 0.657
0.769 0.226 0.286
-0.329 -0.002 -0.357

=====

Entry 3:
The following is a DFT calculation (ωB97M-V with the def2-TZVPD basis set) of an isolated ion of composition C3H6N3 and charge +1 in a non-equilibrium geometry.

Its energy relative to the best compared isomer or geometry (same formula, charge and spin) is 5.6205 eV. As for the charge: +1. The gap between HOMO and LUMO (alpha / beta) comes out at 8.9 / 8.9 eV. For the calculated total energy, the calculation gives -7665.7558 eV. For the LUMO energy (alpha / beta), the calculation gives -6.2 / -6.2 eV. Its SMILES is [H]/N=[N+](\C)N=C=C.

Each line ends with the Löwdin charge.
CARTESIAN COORDINATES (ANGSTROEM)
H 1.884630 0.248392 0.512231  0.141
N 0.891118 0.153099 0.571379  0.249
N 0.270575 -0.255606 -0.376170  -0.213
C 0.544733 -0.747713 -1.727904  0.043
N -1.110526 -0.322496 -0.189515  0.082
C -1.486409 0.231940 0.909158  -0.051
C -0.973297 0.912829 1.910314  0.114
H -0.391099 -1.171334 -2.130231  0.107
H 0.629718 0.195431 -2.474949  0.172
H 1.517580 -1.272843 -1.723992  0.114
H -1.153657 1.949684 2.091590  0.094
H -0.623366 0.078617 2.628088  0.149

Force components x, y, z for each atom (eV/Å):
1.059 -0.304 -0.730
1.426 0.018 0.179
-1.187 0.699 0.140
1.141 2.386 -2.407
-3.091 -0.218 1.491
1.871 0.270 -2.041
-1.188 -2.802 0.763
0.855 -0.636 0.695
0.179 -1.710 2.035
-0.868 -0.084 -0.255
0.215 0.483 0.463
-0.414 1.899 -0.333

=====

Entry 4:
The following is a DFT calculation (ωB97M-V with the def2-TZVPD basis set) of one molecule with the formula H6Si3 in a non-equilibrium geometry.

Its energy relative to the best compared isomer or geometry (same formula, charge and spin) is 1.5273 eV. As for the charge: 0. The gap between HOMO and LUMO comes out at 7.0 eV. For the calculated total energy, the calculation gives -23725.2947 eV. For the LUMO energy, the calculation gives -1.4 eV.

Each line ends with the Löwdin charge.
CARTESIAN COORDINATES (ANGSTROEM)
Si -3.551479 -0.093809 -0.007896  0.487
Si 1.520883 -0.178405 -0.127329  0.453
Si -1.157660 0.212686 -0.084775  0.138
H -3.530291 -1.504525 -0.332291  -0.289
H 2.120272 -0.326591 1.319332  -0.109
H 1.543157 1.258958 -0.460743  -0.151
H 2.418058 -0.925054 -0.894484  -0.195
H -1.275798 1.414122 -1.026780  -0.140
H -0.873506 0.821915 1.172976  -0.195

Force components x, y, z for each atom (eV/Å):
0.678 0.702 0.260
-2.189 1.119 2.319
1.090 -0.123 -1.143
-0.213 -1.221 -0.331
-0.846 0.104 -1.115
0.384 0.088 -0.097
0.750 -1.021 -1.326
0.300 -0.412 0.235
0.044 0.766 1.197

=====

Repeat the first record exactly.
The following is a DFT calculation (ωB97M-V with the def2-TZVPD basis set) of a 2-piece molecular cluster, C5H13N2 overall in a non-equilibrium geometry.

Its energy relative to the best compared isomer or geometry (same formula, charge and spin) is 3.2108 eV. As for the charge: +2. The gap between HOMO and LUMO (alpha / beta) comes out at 11.3 / 6.2 eV. For the calculated total energy, the calculation gives -8355.2091 eV. For the LUMO energy (alpha / beta), the calculation gives -7.3 / -12.4 eV. Its spin multiplicity is 2.

Each line ends with the Mulliken spin population.
CARTESIAN COORDINATES (ANGSTROEM)
N -2.394861 -1.996762 -0.433080  0.848
C -1.161651 -1.229784 -0.435343  0.054
C 0.227967 -1.193508 1.723498  0.008
C -0.788483 -0.778350 0.956892  0.006
H -2.711854 -2.228930 -1.388248  -0.010
H -3.178044 -1.470210 -0.018444  -0.008
H -1.324378 -0.337254 -1.075206  0.080
H -0.334856 -1.801771 -0.870300  0.020
H 0.266443 -0.836458 2.745387  0.001
H 0.991860 -1.880790 1.375772  0.001
H -1.521082 -0.087728 1.374925  -0.003
C 0.911828 1.950586 -0.539943  0.004
C 1.209865 1.586508 -1.778567  0.001
N 1.636663 1.356533 0.596006  0.000
H 0.157875 2.665021 -0.233850  0.000
H 0.556824 1.860190 -2.599833  0.000
H 2.075510 0.965394 -1.993834  0.000
H 1.048663 0.537058 0.940403  -0.001
H 2.514262 0.953828 0.256143  0.000
H 1.817443 1.966427 1.397621  0.000

Force components x, y, z for each atom (eV/Å):
-0.435 2.934 -2.107
1.408 -1.209 1.363
-0.623 0.033 -0.651
-0.487 0.237 0.404
0.274 -1.141 0.295
-0.016 -0.831 0.969
-0.407 -0.195 -0.199
-0.349 -0.098 -0.325
0.183 -0.061 0.046
-0.051 -0.110 0.059
0.116 -0.034 0.192
-0.113 0.240 -0.318
-0.252 -0.119 0.500
-0.218 -1.019 0.053
-0.117 -0.179 -0.121
0.335 0.353 0.008
-0.157 -0.078 -0.076
0.649 0.903 -0.140
0.182 0.146 0.247
0.080 0.227 -0.200